9
Properties=species:S:1:pos:R:3:nbo_charge:R:1 method="wB97M-V/def2-TZVPD" lumo_ev="-0.7 / -1.7" total_charge=0 e_homo_ev="-9.25 / -7.94" energy_ha=-1774.95504
C 0.583 -0.188 -0.661 -0.7103
O -0.128 -3.342 -1.111 -0.7889
P 1.570 -1.395 -1.585 0.4895
S -1.078 -4.208 -1.923 0.8876
Cl -0.958 -0.017 -1.603 -0.0898
Cl -2.639 -3.021 -1.952 -0.1633
H 1.028 0.758 -0.772 0.2343
H 0.291 -0.476 0.368 0.2390
H 2.095 -1.863 -0.504 -0.0982

=====

149
Properties=species:S:1:pos:R:3:lowdin_charge:R:1 method="wB97M-V/def2-TZVPD" lumo_ev=0.1 total_charge=0 e_homo_ev=-9.13 energy_ha=-2787.03331
C 8.510 1.210 -4.916 -0.0456
C 7.754 2.449 -4.383 -0.4475
C 8.325 2.894 -2.991 -0.2106
O 8.787 1.816 -2.200 -0.1720
C 7.745 1.491 -1.330 -0.1414
N 7.788 3.454 -5.434 0.0218
H 8.384 0.406 -4.190 0.0764
H 9.547 1.424 -5.177 0.0858
H 8.014 1.032 -5.870 0.0675
H 6.689 2.266 -4.238 0.1219
H 7.841 3.750 -2.521 0.1260
H 9.258 3.370 -3.295 0.1185
H 6.768 1.286 -1.767 0.0865
H 7.431 2.215 -0.578 0.0839
H 8.205 0.618 -0.867 0.0951
H 7.116 4.141 -5.123 0.0712
H 7.389 2.936 -6.204 0.0626
C 1.116 0.586 3.234 -0.0702
C -0.262 1.048 2.937 -0.5010
C -0.843 0.545 1.641 -0.1947
O -2.038 1.195 1.165 -0.1997
C -1.889 2.469 0.519 -0.0901
N -1.150 0.747 4.011 0.0407
H 1.545 0.793 4.215 0.0803
H 1.917 0.898 2.564 0.0817
H 1.131 -0.498 3.118 0.0807
H -0.230 2.137 2.889 0.1322
H -1.008 -0.533 1.649 0.1283
H -0.093 0.649 0.857 0.1158
H -0.983 2.563 -0.081 0.0865
H -1.959 3.211 1.315 0.0795
H -2.782 2.554 -0.100 0.0850
H -2.028 1.238 3.929 0.0768
H -0.723 1.074 4.866 0.0709
C 0.608 4.865 -8.558 -0.0698
C -0.372 3.728 -8.477 -0.4222
C -0.120 2.811 -7.296 -0.2603
O 1.189 2.392 -7.153 -0.1682
C 1.283 1.337 -6.213 -0.1046
N -1.717 4.329 -8.193 0.0218
H 0.601 5.448 -7.637 0.0869
H 0.250 5.581 -9.298 0.0714
H 1.606 4.546 -8.859 0.0832
H -0.397 3.200 -9.430 0.1332
H -0.827 1.982 -7.306 0.1207
H -0.402 3.427 -6.443 0.1243
H 2.226 0.811 -6.361 0.0850
H 0.597 0.493 -6.287 0.0842
H 1.238 1.854 -5.255 0.0932
H -2.430 3.615 -8.236 0.0640
H -1.909 5.101 -8.815 0.0607
C -0.583 -6.999 -4.371 -0.0962
C 0.132 -7.022 -3.093 -0.4592
C 1.674 -7.201 -3.227 -0.1786
O 2.404 -7.097 -2.003 -0.1582
C 2.665 -5.767 -1.451 -0.0932
N -0.171 -5.686 -2.541 0.0250
H -0.048 -6.241 -4.945 0.0872
H -1.662 -6.842 -4.374 0.0853
H -0.427 -7.958 -4.864 0.0804
H -0.281 -7.739 -2.385 0.1362
H 2.076 -6.628 -4.062 0.1252
H 1.653 -8.236 -3.568 0.1207
H 3.290 -5.812 -0.559 0.0836
H 1.838 -5.184 -1.044 0.0550
H 3.116 -5.033 -2.119 0.0873
H 0.269 -5.621 -1.635 0.0310
H -1.171 -5.648 -2.402 0.0684
C -6.235 -0.377 -4.544 -0.0730
C -5.882 -0.114 -5.962 -0.4773
C -5.277 -1.336 -6.631 -0.1775
O -4.645 -0.927 -7.881 -0.1898
C -3.923 -1.907 -8.546 -0.1459
N -7.009 0.371 -6.719 0.0407
H -6.813 0.422 -4.080 0.0764
H -5.371 -0.582 -3.911 0.0848
H -6.959 -1.182 -4.419 0.0844
H -5.093 0.633 -6.049 0.1349
H -6.024 -2.101 -6.844 0.1254
H -4.613 -1.882 -5.961 0.1202
H -2.971 -1.995 -8.022 0.0898
H -3.830 -1.642 -9.599 0.0846
H -4.388 -2.875 -8.733 0.0829
H -6.760 0.774 -7.610 0.0720
H -7.490 1.120 -6.242 0.0673
C -10.192 -0.653 5.926 -0.0971
C -10.168 -0.676 4.442 -0.4338
C -9.187 0.451 3.841 -0.1505
O -9.677 1.792 4.117 -0.2137
C -8.874 2.813 3.544 -0.1165
N -9.834 -2.026 3.997 0.0319
H -11.044 -1.050 6.478 0.0751
H -10.248 0.364 6.312 0.0789
H -9.365 -1.209 6.367 0.0825
H -11.162 -0.372 4.116 0.1286
H -9.100 0.314 2.763 0.1127
H -8.210 0.363 4.315 0.1171
H -8.740 2.762 2.463 0.0796
H -7.880 2.685 3.973 0.0818
H -9.353 3.761 3.788 0.0885
H -10.294 -2.127 3.104 0.0675
H -10.162 -2.744 4.627 0.0675
C 5.718 -8.691 8.149 -0.0441
C 6.269 -7.823 6.943 -0.4373
C 6.706 -6.422 7.394 -0.2087
O 7.147 -5.663 6.253 -0.2131
C 6.982 -4.261 6.245 -0.1043
N 7.452 -8.393 6.412 0.0293
H 4.754 -8.303 8.481 0.0647
H 6.437 -8.759 8.965 0.0707
H 5.439 -9.730 7.972 0.0675
H 5.529 -7.588 6.178 0.1399
H 7.445 -6.392 8.194 0.1297
H 5.733 -6.041 7.704 0.1151
H 5.940 -3.969 6.375 0.0820
H 7.306 -4.015 5.234 0.0910
H 7.564 -3.735 7.001 0.0839
H 8.107 -8.217 7.161 0.0694
H 7.752 -7.705 5.737 0.0645
O 4.604 4.991 7.301 -0.0538
H 4.787 5.634 7.986 0.0281
H 4.910 4.160 7.664 0.0282
O 1.254 6.468 4.630 -0.0544
H 0.565 6.357 5.284 0.0239
H 2.066 6.282 5.102 0.0254
O -1.638 5.578 7.916 -0.0541
H -1.289 4.792 8.338 0.0250
H -2.529 5.657 8.257 0.0303
O -0.983 7.857 -2.911 -0.0553
H -1.881 7.768 -3.227 0.0278
H -0.675 8.680 -3.291 0.0283
O 2.318 -2.404 9.586 -0.0558
H 1.843 -2.866 8.896 0.0276
H 2.562 -3.089 10.209 0.0284
O -0.673 -4.223 6.043 -0.0575
H -0.859 -3.319 5.790 0.0271
H -0.847 -4.734 5.253 0.0286
O -5.022 6.263 -5.014 -0.0545
H -5.835 6.609 -5.382 0.0281
H -4.566 5.875 -5.761 0.0245
O 0.483 2.119 10.091 -0.0554
H 0.741 1.208 10.231 0.0287
H 1.140 2.630 10.564 0.0275
O 2.890 6.435 -0.552 -0.0531
H 2.119 6.748 -1.025 0.0248
H 2.584 6.302 0.345 0.0270
O -1.944 8.565 1.838 -0.0523
H -1.538 8.010 1.172 0.0252
H -1.563 8.267 2.664 0.0255

=====

27
Properties=species:S:1:pos:R:3:nbo_charge:R:1 method="wB97M-V/def2-TZVPD" lumo_ev=-2.9 smiles="COC(=O)[C@H]1[C@H](C=O)CO[N+]1(C)C" total_charge=+1 e_homo_ev=-14.22 energy_ha=-668.56801
C 1.704 -2.428 1.674 -0.2879
O 0.889 -1.976 0.631 -0.4776
C 0.096 -0.972 0.944 0.7774
O -0.061 -0.485 2.026 -0.5693
C -0.660 -0.442 -0.350 -0.1018
C -2.132 -0.370 -0.201 -0.4125
C -2.757 -0.757 -1.516 0.4650
O -2.178 -0.787 -2.546 -0.4958
C -2.399 1.086 0.251 -0.0751
O -1.177 1.757 0.318 -0.3307
N -0.214 1.131 -0.531 0.0619
C -0.394 1.497 -1.966 -0.4538
C 1.078 1.360 0.071 -0.4519
H 1.289 -3.247 2.249 0.2131
H 1.666 -1.523 2.363 0.2117
H 2.694 -2.684 1.286 0.2180
H -0.250 -1.009 -1.266 0.2907
H -2.605 -1.080 0.461 0.2736
H -3.860 -0.897 -1.387 0.1389
H -3.058 1.709 -0.439 0.2172
H -2.650 0.947 1.232 0.2358
H -0.442 2.604 -2.111 0.2595
H 0.328 0.899 -2.505 0.2491
H -1.403 1.200 -2.387 0.2658
H 1.406 2.286 -0.268 0.2426
H 1.133 1.204 1.205 0.2949
H 1.737 0.471 -0.152 0.2412

=====

118
Properties=species:S:1:pos:R:3:lowdin_charge:R:1 method="wB97M-V/def2-TZVPD" lumo_ev=3.4 total_charge=-2 e_homo_ev=-1.13 energy_ha=-7533.10297
Cs -0.485 1.765 1.415 1.0579
C -1.940 4.718 4.255 -0.1187
N -2.027 3.301 3.999 -0.3069
C -1.531 2.538 5.130 -0.1036
C -3.378 2.879 3.660 -0.2285
C -3.973 3.532 2.415 -0.2649
N -3.085 3.381 1.288 -0.0321
C -3.517 3.569 0.067 -0.2341
C -2.594 3.395 -1.025 -0.1910
F -1.293 3.138 -0.703 -0.1461
C -2.927 3.452 -2.344 -0.2452
F -1.957 3.202 -3.270 0.0361
C -4.212 3.751 -2.786 -0.0024
C -5.120 4.004 -1.770 -0.2504
F -6.396 4.339 -2.112 0.0363
C -4.815 3.942 -0.432 -0.1416
F -5.818 4.255 0.443 0.0288
H -2.592 5.034 5.094 0.0818
H -2.224 5.283 3.367 0.0722
H -0.912 4.980 4.512 0.0797
H -2.110 2.734 6.053 0.0867
H -0.485 2.780 5.325 0.0910
H -1.593 1.474 4.919 0.0579
H -4.064 3.077 4.511 0.1159
H -3.355 1.795 3.516 0.1053
H -4.197 4.590 2.625 0.1013
H -4.949 3.051 2.267 0.1086
H -4.482 3.779 -3.829 0.1030
O 1.113 -0.158 6.601 -0.1408
C 1.078 -1.520 6.219 -0.2604
C 0.595 -1.789 4.785 -0.5843
C 0.310 -3.296 4.686 -0.2816
O -0.892 -3.702 5.325 -0.1306
C 1.690 -1.492 3.750 -0.6008
Se 2.622 0.268 3.811 0.3280
C -0.674 -0.967 4.518 -0.6030
Se -1.898 -1.564 3.074 0.3497
H 1.652 0.285 5.913 -0.0650
H 0.395 -2.023 6.911 0.1170
H 2.076 -1.974 6.332 0.1148
H 1.126 -3.854 5.158 0.1163
H 0.275 -3.571 3.626 0.0896
H -1.595 -3.294 4.782 -0.0258
H 1.229 -1.590 2.764 0.0081
H 2.452 -2.275 3.828 0.0443
H -0.337 0.045 4.300 -0.0070
H -1.261 -0.923 5.436 0.0542
N -2.379 0.002 -0.996 0.2145
C -2.881 -0.986 -1.320 -0.2644
N -3.435 -2.145 -1.647 -0.1001
C -3.058 -2.831 -2.874 -0.1500
C -2.229 -4.073 -2.569 -0.1849
C -2.951 -4.969 -1.564 -0.1962
C -3.273 -4.197 -0.286 -0.1669
C -4.085 -2.949 -0.605 -0.1301
H -2.518 -2.125 -3.504 0.1232
H -3.976 -3.116 -3.402 0.1192
H -1.267 -3.758 -2.154 0.0721
H -2.023 -4.611 -3.499 0.1112
H -2.347 -5.849 -1.337 0.1065
H -3.883 -5.331 -2.017 0.1070
H -2.349 -3.897 0.213 0.0975
H -3.827 -4.817 0.421 0.1164
H -4.218 -2.320 0.274 0.1282
H -5.076 -3.232 -0.980 0.1203
O 1.596 1.519 -0.012 -0.6279
P 1.884 0.749 -1.264 0.7653
C 3.695 0.589 -1.390 -0.3243
C 4.342 0.132 -2.722 -0.1819
C 5.145 -1.155 -2.553 -0.2066
C 6.247 -0.999 -1.500 -0.1936
C 5.759 -0.232 -0.251 -0.1791
C 4.238 -0.185 -0.176 -0.1911
C 1.001 -0.842 -1.272 -0.3166
C 0.841 -1.403 0.154 -0.2170
C 0.108 -2.733 0.086 -0.1977
C 0.931 -3.806 -0.648 -0.1767
C 2.018 -3.182 -1.524 -0.2026
C 1.508 -1.939 -2.253 -0.1716
C 1.229 1.706 -2.671 -0.3296
C 1.968 3.046 -2.802 -0.1917
C 1.365 3.854 -3.947 -0.1806
C 1.569 3.151 -5.305 -0.1922
C 1.879 1.659 -5.140 -0.2109
C 1.014 1.030 -4.050 -0.1640
H 3.973 1.636 -1.217 0.1170
H 5.017 0.919 -3.078 0.1144
H 3.600 0.007 -3.511 0.0765
H 5.580 -1.454 -3.512 0.1067
H 4.471 -1.963 -2.261 0.0882
H 7.099 -0.478 -1.947 0.0985
H 6.611 -1.990 -1.216 0.1007
H 6.131 0.797 -0.274 0.1104
H 6.161 -0.681 0.658 0.1086
H 3.895 0.278 0.752 0.0865
H 3.845 -1.205 -0.162 0.0954
H -0.004 -0.530 -1.583 0.0909
H 0.297 -0.709 0.793 0.0029
H 1.809 -1.525 0.646 0.1059
H -0.842 -2.551 -0.425 0.0764
H -0.157 -3.044 1.098 0.0622
H 0.277 -4.429 -1.269 0.0836
H 1.392 -4.485 0.074 0.1098
H 2.400 -3.908 -2.248 0.1081
H 2.868 -2.905 -0.896 0.0914
H 0.682 -2.234 -2.911 0.1092
H 2.290 -1.567 -2.916 0.0749
H 0.237 1.942 -2.267 0.1031
H 3.037 2.883 -2.987 0.1066
H 1.891 3.586 -1.858 0.1186
H 1.795 4.858 -3.972 0.1040
H 0.299 3.977 -3.746 0.0992
H 2.384 3.625 -5.860 0.0982
H 0.670 3.268 -5.915 0.1035
H 2.935 1.532 -4.890 0.0902
H 1.726 1.136 -6.088 0.1056
H 1.180 -0.046 -4.008 0.0827
H -0.037 1.158 -4.328 0.1175